Formula: C56H141N2O40P9
Source: the Open Molecules 2025 dataset
Level of theory: wB97M-V/def2-TZVPD

Atoms and positions in Å:
C (6.51, 6.97, -0.65)
C (5.82, 8.11, 0.16)
O (4.83, 7.52, 0.93)
P (5.12, 6.98, 2.41)
O (5.70, 8.02, 3.32)
O (5.94, 5.68, 2.21)
C (6.57, 4.91, 3.21)
C (8.04, 5.34, 3.31)
O (3.59, 6.52, 2.91)
C (2.68, 7.65, 3.22)
C (1.37, 7.33, 2.46)
H (7.42, 7.31, -1.14)
H (6.73, 6.11, -0.01)
H (5.81, 6.54, -1.36)
H (6.48, 8.74, 0.76)
H (5.41, 8.76, -0.62)
H (5.99, 4.99, 4.13)
H (6.52, 3.86, 2.93)
H (8.20, 6.33, 3.75)
H (8.56, 4.62, 3.94)
H (8.63, 5.34, 2.40)
H (2.51, 7.46, 4.28)
H (3.07, 8.65, 3.01)
H (1.48, 7.43, 1.38)
H (1.16, 6.26, 2.50)
H (0.47, 7.91, 2.69)
C (0.18, 6.45, -4.08)
C (0.39, 7.39, -5.33)
O (-0.73, 7.16, -6.20)
P (-1.93, 8.17, -6.70)
O (-3.20, 7.50, -7.00)
O (-1.97, 9.33, -5.52)
C (-3.16, 9.49, -4.73)
C (-2.80, 9.13, -3.27)
O (-1.28, 8.98, -7.95)
C (-0.06, 9.75, -7.80)
C (0.36, 10.42, -9.12)
H (0.11, 5.40, -4.37)
H (1.02, 6.54, -3.40)
H (-0.75, 6.70, -3.57)
H (0.41, 8.45, -5.08)
H (1.29, 7.07, -5.84)
H (-3.54, 10.51, -4.78)
H (-3.95, 8.83, -5.09)
H (-2.74, 8.05, -3.16)
H (-1.82, 9.56, -3.05)
H (-3.56, 9.46, -2.56)
H (-0.27, 10.51, -7.04)
H (0.77, 9.16, -7.39)
H (-0.19, 11.35, -9.30)
H (1.44, 10.54, -9.13)
H (0.15, 9.86, -10.04)
C (2.98, -15.21, 1.67)
C (2.32, -13.81, 1.72)
O (1.62, -13.60, 0.54)
P (0.01, -13.86, 0.54)
O (-0.71, -13.16, 1.63)
O (-0.52, -13.54, -0.97)
C (-0.59, -12.20, -1.39)
C (-1.13, -12.11, -2.79)
O (-0.11, -15.50, 0.72)
C (-1.30, -16.14, 0.28)
C (-1.37, -17.63, 0.59)
H (2.24, -16.02, 1.69)
H (3.71, -15.26, 0.86)
H (3.51, -15.33, 2.61)
H (1.73, -13.57, 2.60)
H (3.06, -13.02, 1.76)
H (-1.24, -11.58, -0.76)
H (0.44, -11.85, -1.35)
H (-1.14, -11.08, -3.14)
H (-0.49, -12.67, -3.48)
H (-2.17, -12.45, -2.83)
H (-2.18, -15.58, 0.61)
H (-1.39, -15.96, -0.79)
H (-0.51, -18.19, 0.24)
H (-1.41, -17.78, 1.67)
H (-2.26, -18.10, 0.18)
C (-1.46, -2.79, -3.27)
C (-0.50, -2.36, -2.16)
O (-1.24, -2.27, -0.96)
P (-1.38, -0.87, -0.20)
O (-2.22, -0.88, 1.02)
O (0.17, -0.45, 0.04)
C (0.42, 0.76, 0.76)
C (0.44, 0.34, 2.21)
O (-1.92, 0.10, -1.41)
C (-2.82, 1.19, -1.15)
C (-3.20, 1.72, -2.53)
H (-2.35, -3.35, -2.96)
H (-1.86, -1.83, -3.61)
H (-1.03, -3.32, -4.11)
H (0.30, -3.09, -2.09)
H (0.13, -1.50, -2.37)
H (1.29, 1.32, 0.42)
H (-0.41, 1.45, 0.60)
H (1.44, 0.11, 2.57)
H (0.13, 1.13, 2.90)
H (-0.19, -0.52, 2.43)
H (-3.73, 0.79, -0.70)
H (-2.50, 1.97, -0.46)
H (-3.30, 0.92, -3.26)
H (-4.16, 2.24, -2.46)
H (-2.39, 2.36, -2.88)
C (2.01, 5.08, 10.87)
C (2.52, 4.71, 12.26)
O (3.66, 5.48, 12.47)
P (4.44, 5.39, 13.90)
O (3.80, 6.06, 15.07)
O (5.92, 6.04, 13.62)
C (6.65, 5.50, 12.54)
C (7.62, 6.57, 12.01)
O (4.85, 3.84, 14.11)
C (5.51, 3.43, 15.31)
C (5.66, 1.91, 15.12)
H (2.69, 4.65, 10.14)
H (1.09, 4.58, 10.57)
H (1.92, 6.16, 10.77)
H (1.73, 4.99, 12.95)
H (2.74, 3.65, 12.37)
H (7.24, 4.64, 12.85)
H (5.96, 5.17, 11.76)
H (7.24, 7.29, 11.29)
H (8.20, 7.08, 12.77)
H (8.36, 6.08, 11.37)
H (6.49, 3.90, 15.44)
H (4.93, 3.66, 16.20)
H (6.38, 1.45, 15.80)
H (4.66, 1.49, 15.19)
H (6.07, 1.69, 14.13)
C (2.67, 0.25, -8.01)
C (3.54, -0.95, -8.33)
O (4.50, -0.91, -7.31)
P (5.87, -1.77, -7.46)
O (5.53, -3.17, -7.67)
O (6.70, -0.92, -8.58)
C (7.78, -1.55, -9.25)
C (7.16, -2.27, -10.41)
O (6.62, -1.42, -6.09)
C (6.63, -0.16, -5.51)
C (5.60, -0.06, -4.50)
H (2.30, 0.18, -6.98)
H (3.04, 1.27, -8.11)
H (1.83, 0.22, -8.70)
H (3.04, -1.91, -8.28)
H (4.03, -0.80, -9.29)
H (8.46, -0.78, -9.59)
H (8.24, -2.22, -8.52)
H (7.86, -3.00, -10.80)
H (6.24, -2.79, -10.12)
H (6.92, -1.52, -11.17)
H (7.61, -0.01, -5.06)
H (6.56, 0.60, -6.30)
H (5.89, 0.54, -3.64)
H (4.66, 0.36, -4.83)
H (5.36, -1.05, -4.09)
C (5.44, -5.54, 1.19)
C (4.22, -5.65, 2.04)
O (4.62, -6.36, 3.20)
P (4.48, -5.62, 4.63)
O (4.79, -6.44, 5.82)
O (5.25, -4.17, 4.44)
C (6.70, -4.06, 4.24)
C (7.21, -3.23, 5.51)
O (2.95, -5.09, 4.55)
C (1.83, -5.85, 4.94)
C (0.94, -6.27, 3.72)
H (5.18, -5.01, 0.27)
H (6.25, -5.09, 1.76)
H (5.81, -6.54, 0.95)
H (3.86, -4.66, 2.32)
H (3.47, -6.25, 1.51)
H (7.20, -5.02, 4.15)
H (6.84, -3.52, 3.31)
H (6.67, -2.28, 5.60)
H (7.20, -3.67, 6.51)
H (8.24, -2.92, 5.36)
H (2.00, -6.73, 5.56)
H (1.26, -5.14, 5.54)
H (-0.01, -6.74, 3.94)
H (0.81, -5.39, 3.08)
H (1.41, -7.04, 3.11)
C (-10.40, 4.63, -2.89)
C (-10.48, 4.38, -1.37)
O (-9.95, 5.51, -0.73)
P (-9.71, 5.49, 0.87)
O (-8.85, 6.61, 1.35)
O (-11.24, 5.48, 1.51)
C (-11.90, 6.72, 1.73)
C (-12.17, 6.94, 3.29)
O (-9.17, 3.97, 1.10)
C (-8.72, 3.54, 2.39)
C (-9.95, 2.69, 2.80)
H (-11.08, 5.46, -3.09)
H (-9.34, 4.79, -3.09)
H (-10.60, 3.79, -3.56)
H (-11.54, 4.21, -1.15)
H (-9.88, 3.50, -1.16)
H (-11.26, 7.48, 1.29)
H (-12.89, 6.72, 1.27)
H (-11.26, 6.66, 3.82)
H (-12.58, 7.95, 3.39)
H (-12.97, 6.27, 3.58)
H (-7.85, 2.89, 2.25)
H (-8.38, 4.29, 3.11)
H (-9.75, 2.06, 3.66)
H (-10.91, 3.16, 2.99)
H (-10.16, 2.08, 1.92)
C (-6.36, -6.78, -9.84)
C (-5.72, -5.50, -10.36)
O (-5.90, -4.45, -9.42)
P (-5.56, -3.00, -9.95)
O (-4.11, -2.86, -10.25)
O (-5.99, -2.03, -8.74)
C (-7.38, -1.98, -8.36)
C (-7.47, -2.69, -7.05)
O (-6.61, -2.77, -11.22)
C (-6.68, -1.43, -11.79)
C (-8.10, -1.28, -12.31)
H (-7.40, -6.56, -9.62)
H (-6.38, -7.72, -10.39)
H (-6.05, -7.03, -8.83)
H (-4.65, -5.74, -10.43)
H (-6.03, -5.29, -11.38)
H (-7.69, -0.95, -8.17)
H (-8.05, -2.41, -9.10)
H (-7.03, -2.03, -6.29)
H (-8.52, -2.87, -6.85)
H (-6.99, -3.66, -7.13)
H (-6.40, -0.60, -11.15)
H (-6.05, -1.45, -12.68)
H (-8.27, -2.17, -12.91)
H (-8.81, -1.26, -11.48)
H (-8.18, -0.42, -12.98)
C (3.11, -0.47, 9.97)
N (4.33, 0.39, 9.87)
O (4.39, 1.18, 8.95)
O (5.16, 0.31, 10.79)
H (2.58, -0.21, 10.89)
H (3.38, -1.52, 9.87)
H (2.45, -0.25, 9.14)
C (-5.77, -2.93, 6.03)
N (-6.60, -3.78, 6.91)
O (-7.53, -3.30, 7.55)
O (-6.46, -5.02, 6.78)
H (-5.90, -1.95, 6.49)
H (-6.14, -3.05, 5.01)
H (-4.73, -3.26, 6.10)

Values from the calculation:
charge = 0
LUMO level = -0.0017 Ha
SMILES string = CCOP(=O)(OCC)OCC.CCOP(=O)(OCC)OCC.CCOP(=O)(OCC)OCC.CCOP(=O)(OCC)OCC.CCOP(=O)(OCC)OCC.CCOP(=O)(OCC)OCC.CCOP(=O)(OCC)OCC.CCOP(=O)(OCC)OCC.CCOP(=O)(OCC)OCC.C[N+](=O)[O-].C[N+](=O)[O-]
energy = -228852.368 eV
gap between HOMO and LUMO = 10.206 eV
ΔE to the lowest compared entry with this formula, charge and spin = 48.6 kcal per mole